C43H45ClF6N2O2S | wB97M-V/def2-TZVPD

XYZ file:
```
100
Properties=species:S:1:pos:R:3:forces:R:3
C 1.17430 4.24845 3.81715 3.2126 -3.8293 -4.4642
C 1.74857 3.38242 2.99204 -1.0664 2.7188 4.6353
C 2.66662 2.16395 2.46858 0.0284 -1.3942 -0.5720
C 4.19929 2.35483 2.04079 -1.8597 -2.9991 -0.3403
C 4.83594 3.82603 2.10511 -0.5611 0.1857 0.3719
C 5.85016 4.07752 3.34979 0.1485 1.6347 -0.2448
C 5.34877 5.32704 4.29235 0.9593 -0.3028 -0.8272
O 7.12979 4.54732 2.77124 -0.9138 -0.0521 0.0771
C 4.97517 1.04372 1.53537 -2.7921 -0.3511 1.2007
C 6.51933 1.11450 1.03351 -0.8435 -0.1137 -1.2318
Cl 7.70480 1.43216 2.44684 -0.9676 -0.3538 -1.1803
C 6.73307 2.19220 -0.18932 -0.1684 0.1240 -0.5236
C 5.38806 2.36825 -1.10023 0.0441 -0.0683 -0.0178
C 4.24087 -0.38223 1.51257 -1.6416 1.2048 0.9909
C 5.00026 -1.75627 1.05284 -0.3418 1.4885 0.5346
C 4.86696 -1.82482 -0.55599 0.2210 0.0953 0.4996
C 5.78989 -2.94856 -1.27041 -0.6446 0.1987 0.1043
C 6.43127 -4.03688 -0.26419 -0.2844 -0.2629 -0.5181
N 7.30720 -4.94012 -1.11477 1.1723 1.0205 0.8797
C 8.57900 -4.27135 -1.49561 1.8626 0.2358 -4.6336
C 9.57237 -3.51893 -0.47754 -0.0468 0.0567 0.4125
O 8.92178 -4.27485 -2.73947 -1.6317 -0.1275 5.7379
C 2.71658 -0.57702 1.93458 1.8503 4.7995 0.4375
C 1.95316 0.75488 2.39981 2.9419 -0.7849 -1.3095
S 0.14311 0.48380 2.83398 1.1458 -0.6572 -1.6942
C -0.37358 -0.72084 1.48280 0.2625 -2.3422 -2.4416
C 0.73160 -1.83684 1.15234 -3.1846 -0.2868 -2.5645
C 0.46474 -2.90641 -0.00360 -3.4406 3.4780 0.9469
C -0.93086 -2.81090 -0.78079 1.0894 2.4155 2.7249
C -2.01999 -1.69085 -0.43324 3.3426 -1.0413 1.1686
C -3.34787 -1.69432 -1.33046 0.1180 0.6826 -0.2353
F -3.41372 -0.37198 -1.97287 -0.0714 -2.7118 1.2003
F -3.25722 -2.63842 -2.44916 -0.0980 2.1217 2.7026
C -4.71422 -1.93564 -0.52794 -3.6239 0.0437 0.9085
C -4.83473 -2.85032 0.75351 -3.1335 2.3927 -2.2032
C -6.26080 -3.00024 1.39991 0.5235 1.6150 -2.7370
C -7.56175 -2.29107 0.79683 2.9677 0.6553 -1.5278
C -7.44492 -1.36319 -0.46920 3.6847 -1.5755 1.4077
C -8.66373 -0.59936 -1.18789 0.4686 -0.7164 -0.4907
F -8.71773 -1.08501 -2.56453 -0.3009 1.4151 3.5361
F -9.89335 -0.91585 -0.52219 3.0054 1.2642 -2.0446
F -8.47480 0.82441 -1.29249 -0.8601 -3.8605 0.4563
C -6.00776 -1.19739 -1.10956 -0.4082 -1.9726 2.5279
C -1.75234 -0.61736 0.72315 2.1443 -2.2752 -0.9258
C -2.80062 0.53837 1.10574 0.5862 -0.2109 -0.2863
C -2.36745 2.01962 0.54133 -1.5145 -0.4820 -0.3134
C -3.04323 3.16292 1.45663 0.7116 0.5309 -0.1212
F -0.93868 2.16092 0.35041 -2.4838 -0.0316 0.5776
N 2.00648 -1.88179 1.91616 -0.9607 1.4526 -0.5375
H 0.76060 5.15173 4.40132 0.7741 -2.1404 -1.4529
H 3.99312 4.62665 2.22034 1.1856 -1.7853 -0.2478
H 5.40415 4.14054 1.13988 -0.9933 -1.0175 1.6665
H 6.09778 3.13438 3.95645 -0.4466 1.5298 -1.0702
H 6.32866 5.77143 4.73839 -1.8868 -0.9367 -0.4006
H 4.59169 5.00910 5.09415 1.0819 0.6532 -1.2927
H 4.94717 6.15673 3.57811 0.3555 -1.4928 1.3626
H 6.98349 5.38306 2.26543 -0.1346 -0.9645 0.7408
H 6.88282 0.10155 0.58475 -1.0460 1.7553 1.1357
H 7.53512 1.76474 -0.92205 -1.2344 0.7564 1.5974
H 7.10743 3.21903 0.20697 -0.6379 -1.9239 -0.5992
H 5.64058 2.86662 -2.12515 -0.2870 -1.0857 1.8424
H 4.90012 1.32491 -1.26537 0.8480 1.9019 0.1028
H 4.58943 3.03647 -0.61397 1.2675 -1.1029 -0.5698
H 6.10543 -1.70812 1.42510 -2.0024 -0.0761 -0.7670
H 4.46553 -2.61780 1.61392 0.9356 1.3892 -1.1914
H 3.73671 -1.98596 -0.78361 2.0256 0.4002 0.2707
H 5.20997 -0.78496 -0.95649 -0.8924 -1.8402 0.6413
H 6.60289 -2.37650 -1.86943 -1.1663 -1.2821 1.0178
H 5.10128 -3.50418 -2.02733 1.5511 0.8189 1.2399
H 5.60160 -4.71809 0.16927 1.3319 1.2737 -0.6274
H 7.04499 -3.58625 0.59668 -1.1509 -0.4378 -1.1927
H 7.53420 -5.81750 -0.60915 -0.1503 0.8117 -0.3767
H 10.46478 -3.02849 -1.04193 -1.9114 -0.9775 0.7665
H 9.00125 -2.69695 0.11151 1.0022 -1.4164 -0.9515
H 10.03634 -4.25785 0.29308 -1.0433 1.1601 -1.2863
H 1.21205 -3.71645 -0.31668 -1.1669 1.4949 0.7462
H -1.10537 -3.56546 -1.63228 0.0958 1.4903 1.5714
H -3.86584 -3.33822 1.13590 -1.9226 0.7540 -0.4585
H -6.34106 -3.68944 2.32889 -0.0628 1.4511 -1.8463
H -8.59779 -2.44384 1.28814 2.0862 0.2422 -0.8843
H -5.90694 -0.52570 -2.03580 -0.0531 -1.2239 1.6479
H -2.95236 0.54322 2.25294 0.4119 0.0834 -1.8505
H -3.83411 0.32997 0.62133 1.8265 0.1987 0.8630
H -2.87810 2.09520 -0.50100 1.3384 -0.1437 1.5994
H -2.33554 3.45543 2.33737 -1.3506 -0.7101 -1.4968
H -3.20125 4.11139 0.81481 0.3270 -1.5143 1.0567
H -4.09484 2.85051 1.85213 2.0328 0.2962 -0.7199
H 1.75250 -2.20945 2.86830 0.4887 0.5534 -0.6121
C -12.41374 -0.08438 -6.10966 -0.0021 0.0228 0.1258
C -13.54457 0.64057 -5.74405 0.0632 -0.0076 0.0533
C -13.68717 1.09687 -4.43666 0.0915 -0.0551 -0.0094
C -12.70020 0.82436 -3.49290 -0.0147 -0.0465 -0.1474
C -11.57371 0.09148 -3.85626 -0.0651 0.0439 -0.0122
C -11.42932 -0.36161 -5.16450 -0.1002 0.0618 0.0094
H -12.29967 -0.43427 -7.13064 -0.0170 0.0252 0.0959
H -14.31532 0.85090 -6.47917 0.0835 -0.0139 0.0738
H -14.56743 1.66501 -4.15274 0.0833 -0.0549 -0.0320
H -12.80981 1.18212 -2.47425 0.0124 -0.0392 -0.0855
H -10.80748 -0.12603 -3.11984 -0.1334 0.0363 -0.1408
H -10.54983 -0.93100 -5.44813 -0.0757 0.0580 0.0417
```
Forces are in eV/Å.

Its net charge is 0. As for the total energy: -3382.26790 Eh. The LUMO energy is -0.66 eV. The SMILES is C#Cc1c(C[C@H](C)O)c([C@H](Cl)CC)c(CCCCNC(C)=O)c2c1Sc1c(ccc(C(F)(F)c3cccc(C(F)(F)F)c3)c1C[C@@H](C)F)N2.c1ccccc1. The spin multiplicity is 1.

Results of the Mulliken charge analysis, in e, for atoms 1 through 2: C -0.466; C -1.006